[1]
C17H18N6O5 | ωB97M-V/def2-TZVPD

HOMO-LUMO gap: 9.9 eV
SMILES string: COC(=O)[C@](CCCN1C(=O)c2ccccc2C1=O)(NC(C)=O)c1nnn[nH]1
Calculated total energy: -37097.3951 eV
F_max: 0.1296 Eh/bohr
Charge: 0

Positions of all 46 atoms, in Å:
C 2.172 3.370 2.208
O 0.866 3.099 1.639
C 0.778 2.489 0.527
O 1.713 2.165 -0.225
C -0.586 2.340 -0.252
C -0.774 0.783 -0.624
C -0.524 -0.196 0.565
C -1.223 -1.592 0.396
N -0.332 -2.606 -0.118
C 0.758 -3.105 0.642
O 1.369 -2.566 1.551
C 1.044 -4.557 0.310
C 2.133 -5.306 0.694
C 2.230 -6.562 0.036
C 1.242 -6.984 -0.851
C 0.158 -6.107 -1.171
C 0.139 -4.897 -0.597
C -0.787 -3.741 -0.830
O -1.841 -3.936 -1.407
N -0.638 3.174 -1.503
C -0.457 4.561 -1.490
C -0.150 5.242 -2.814
O -0.342 5.217 -0.417
C -1.799 2.812 0.748
N -2.760 2.040 0.966
N -3.542 2.626 1.870
N -3.030 3.759 2.264
N -1.860 3.828 1.611
H 1.991 3.203 3.255
H 2.932 2.695 1.817
H 2.460 4.449 2.100
H -0.072 0.532 -1.364
H -1.739 0.600 -1.050
H -0.779 0.283 1.544
H 0.515 -0.483 0.649
H -2.088 -1.556 -0.188
H -1.609 -1.967 1.321
H 2.870 -4.957 1.373
H 3.079 -7.294 0.316
H 1.408 -7.932 -1.344
H -0.458 -6.400 -1.980
H -1.047 2.796 -2.329
H 0.544 6.087 -2.703
H -1.062 5.462 -3.310
H 0.308 4.471 -3.441
H -1.207 4.660 1.604

[2]
C17H18N6O6 | ωB97M-V/def2-TZVPD

HOMO-LUMO gap: 4.8 eV
Calculated total energy: -39136.4760 eV
F_max: 0.0663 Eh/bohr
Charge: 0

Positions of all 47 atoms, in Å:
C -0.166 -2.553 2.938
C 0.728 -1.670 2.087
N 0.278 -0.285 1.920
C 0.728 0.691 2.934
C 1.876 1.586 2.479
C -0.854 -0.091 1.137
C -1.218 1.252 0.844
N -2.277 1.579 0.019
C -3.260 0.661 -0.316
C -4.362 1.056 -1.049
C -4.488 2.371 -1.489
C -3.462 3.274 -1.179
C -2.368 2.876 -0.446
O -1.442 -1.105 0.683
H 0.246 -3.567 2.950
H -0.211 -2.184 3.968
H -1.174 -2.586 2.517
H 1.727 -1.596 2.531
H 0.825 -2.102 1.082
H -0.138 1.304 3.226
H 1.042 0.093 3.805
H 2.100 2.299 3.282
H 2.779 0.992 2.292
H 1.626 2.148 1.571
H -0.556 2.071 1.137
H -3.098 -0.353 0.012
H -5.117 0.301 -1.259
H -5.352 2.690 -2.063
H -3.494 4.307 -1.510
H -1.515 3.505 -0.209
O 4.340 -3.433 -1.624
N 4.185 -2.207 -1.781
O 5.143 -1.400 -1.804
C 2.859 -1.629 -1.952
C 2.725 -0.254 -2.093
C 1.435 0.332 -2.195
N 1.294 1.761 -2.197
O 2.316 2.476 -2.214
O 0.131 2.244 -2.183
C 0.264 -0.448 -2.211
C 0.370 -1.843 -2.103
N -0.612 -2.790 -1.960
O 0.126 -3.946 -1.626
N 1.497 -3.747 -1.614
C 1.647 -2.442 -1.938
H 3.605 0.380 -2.101
H -0.727 -0.016 -2.297

[3]
C17H19CoN6O10P2 | ωB97M-V/def2-TZVPD

Spin multiplicity: 2
HOMO-LUMO gap (spin up / spin down): 7.9 / 7.9 eV
Calculated total energy: -103570.0627 eV
F_max: 0.0073 Eh/bohr
Charge: -1
⟨S²⟩: 0.7625

Positions of all 55 atoms, in Å:
Co 0.528 -0.185 -0.124
C -3.255 -0.957 -1.502
C -3.060 -1.028 0.008
O -4.268 -1.515 0.640
P -2.729 0.614 0.743
O -3.592 1.683 -0.026
O -3.468 0.532 2.147
O -1.290 0.944 0.863
P -1.745 -2.257 0.410
O -1.499 -2.042 2.003
O -2.392 -3.581 0.202
O -0.477 -1.873 -0.304
H -4.122 -0.339 -1.734
H -3.416 -1.965 -1.886
H -2.375 -0.539 -1.986
H -4.199 -2.484 0.571
H -3.268 1.995 -0.907
H -4.077 -0.228 2.111
H -1.976 -2.730 2.480
O 4.482 -0.222 -1.321
C 3.306 -0.064 -1.019
O 2.344 -0.895 -1.125
C 2.892 1.308 -0.479
C 3.776 2.374 -0.480
C 3.327 3.614 -0.060
C 2.007 3.751 0.343
C 1.185 2.639 0.329
N 1.631 1.444 -0.061
H 4.784 2.195 -0.825
H 3.994 4.467 -0.056
H 1.609 4.705 0.660
H 0.144 2.674 0.622
N 2.157 -2.706 0.966
C 1.746 -1.932 1.982
C 1.921 -2.354 3.319
C 1.539 -1.533 4.343
C 0.984 -0.285 4.055
C 0.819 0.047 2.733
N 1.174 -0.744 1.707
H 2.535 -3.614 1.154
H 2.117 -2.354 0.015
H 2.363 -3.324 3.507
H 1.672 -1.853 5.370
H 0.665 0.395 4.830
H 0.347 0.977 2.452
N 0.820 -0.333 -3.483
C -0.147 0.441 -2.966
O -0.314 0.542 -1.722
C -1.036 1.165 -3.823
C -2.037 1.899 -3.168
N -2.823 2.524 -2.591
C -0.938 1.104 -5.226
N -0.797 1.050 -6.373
H 1.466 -0.781 -2.841
H 0.966 -0.367 -4.476

[4]
C17H19F11N2O8 | ωB97M-V/def2-TZVPD

HOMO-LUMO gap: 11.5 eV
SMILES string: N#C[C@H](F)[C@](F)(C#N)COO.CCOC(=O)C(F)(F)F.CCOC(=O)C(F)(F)F.CCOC(=O)C(F)(F)F
Calculated total energy: -67186.5771 eV
F_max: 0.0078 Eh/bohr
Charge: 0

Positions of all 57 atoms, in Å:
N 2.134 -1.030 1.101
C 1.248 -0.412 0.726
C 0.160 0.434 0.215
F -0.444 1.101 1.250
C -0.860 -0.426 -0.583
F -0.081 -1.281 -1.357
C -1.619 0.458 -1.487
N -2.216 1.184 -2.139
C -1.823 -1.305 0.250
O -3.106 -0.784 0.418
O -3.072 0.189 1.463
H 0.594 1.173 -0.457
H -1.354 -1.595 1.194
H -1.969 -2.213 -0.338
H -3.219 1.009 0.963
C 3.162 -5.288 0.356
C 2.525 -4.665 1.577
O 1.133 -5.043 1.686
C 0.886 -6.226 2.226
O 1.681 -7.017 2.639
C -0.640 -6.450 2.297
F -1.239 -6.105 1.149
F -1.163 -5.701 3.279
F -0.916 -7.725 2.548
H 2.601 -5.025 -0.542
H 4.184 -4.926 0.247
H 3.188 -6.375 0.435
H 2.513 -3.580 1.502
H 3.047 -4.941 2.492
C 6.035 3.115 2.637
C 5.998 4.050 1.450
O 5.453 3.390 0.285
C 4.133 3.331 0.215
O 3.341 3.768 0.996
C 3.717 2.620 -1.088
F 4.424 1.507 -1.294
F 3.888 3.431 -2.138
F 2.421 2.285 -1.029
H 6.592 2.210 2.393
H 6.520 3.606 3.480
H 5.029 2.825 2.941
H 7.001 4.350 1.154
H 5.417 4.947 1.659
C -5.069 1.725 -4.316
C -6.245 1.993 -3.404
O -5.802 2.249 -2.053
C -5.389 3.480 -1.798
O -5.363 4.412 -2.546
C -4.946 3.575 -0.323
F -4.191 2.510 0.012
F -6.012 3.592 0.484
F -4.233 4.672 -0.111
H -4.464 0.906 -3.928
H -5.426 1.457 -5.310
H -4.431 2.604 -4.404
H -6.888 1.120 -3.324
H -6.844 2.834 -3.751

[5]
C17H19N | ωB97M-V/def2-TZVPD

HOMO-LUMO gap: 8.6 eV
SMILES string: Cc1c[nH]c2ccccc12.CCc1ccccc1
Calculated total energy: -19426.6250 eV
F_max: 0.0672 Eh/bohr
Charge: 0

Positions of all 37 atoms, in Å:
C -1.414 3.900 -0.134
C -1.113 2.452 0.120
C -1.732 1.422 -0.526
N -1.525 0.256 0.186
C -0.677 0.507 1.223
C 0.049 -0.385 2.023
C 0.978 0.135 2.899
C 1.208 1.521 2.957
C 0.717 2.373 1.994
C -0.368 1.886 1.207
H -0.642 4.328 -0.796
H -1.319 4.506 0.758
H -2.294 4.023 -0.761
H -2.519 1.453 -1.262
H -1.963 -0.625 -0.013
H -0.246 -1.422 2.121
H 1.398 -0.541 3.629
H 2.062 1.886 3.523
H 0.675 3.454 1.950
C 2.489 -0.451 -0.114
C 1.752 -1.782 -0.005
C 0.532 -1.869 -0.904
C -0.239 -3.029 -0.767
C -1.355 -3.182 -1.571
C -1.483 -2.378 -2.705
C -0.674 -1.278 -2.913
C 0.321 -1.014 -1.975
H 3.090 -0.420 -1.023
H 3.254 -0.406 0.665
H 1.788 0.366 0.033
H 2.385 -2.641 -0.225
H 1.458 -1.949 1.022
H -0.016 -3.819 -0.062
H -2.037 -4.020 -1.523
H -2.303 -2.661 -3.358
H -0.924 -0.603 -3.719
H 0.686 0.008 -1.955

[6]
C17H19N | ωB97M-V/def2-TZVPD

HOMO-LUMO gap: 8.7 eV
SMILES string: CCc1c[nH]c2ccccc12.Cc1ccccc1
Calculated total energy: -19427.0823 eV
F_max: 0.0421 Eh/bohr
Charge: 0

Positions of all 37 atoms, in Å:
C 4.168 0.444 0.235
C 2.920 -0.231 -0.251
C 1.930 -0.565 0.873
C 1.212 -1.719 0.868
N 0.113 -1.614 1.709
C 0.183 -0.372 2.324
C -0.845 0.252 3.042
C -0.616 1.565 3.398
C 0.479 2.288 2.906
C 1.415 1.693 2.094
C 1.296 0.308 1.828
H 5.001 0.359 -0.468
H 4.524 0.200 1.231
H 4.043 1.537 0.307
H 2.332 0.341 -0.978
H 3.044 -1.204 -0.732
H 1.417 -2.623 0.317
H -0.280 -2.418 2.168
H -1.770 -0.284 3.208
H -1.364 2.029 4.022
H 0.610 3.335 3.156
H 2.182 2.199 1.528
C -3.935 0.372 -1.137
C -2.791 -0.215 -1.913
C -1.949 -1.141 -1.305
C -0.754 -1.504 -1.900
C -0.377 -0.988 -3.123
C -1.309 -0.205 -3.806
C -2.447 0.263 -3.176
H -3.566 1.264 -0.621
H -4.244 -0.256 -0.301
H -4.823 0.614 -1.724
H -2.078 -1.459 -0.279
H -0.018 -2.059 -1.331
H 0.560 -1.190 -3.631
H -1.102 0.117 -4.821
H -3.162 0.868 -3.719